# C13H26FNO13

A cluster of 4 separate species, C13H26FNO13 in total (the ωB97M-V functional and the def2-TZVPD basis, the OMol25 dataset).

Last column: natural (NBO) charge in e.
Positions of all 54 atoms, in Å:
C1 -7.370 2.249 -1.275  -0.252
O1 -7.334 2.980 -0.065  -0.519
C2 -6.488 2.426 0.908  -0.104
C3 -5.031 2.791 0.697  0.442
F1 -4.276 2.105 1.663  -0.389
O2 -4.852 4.141 0.854  -0.508
C4 -3.552 4.581 0.526  0.193
O3 -3.621 5.944 0.212  -0.447
N1 -2.963 6.159 -1.094  0.403
O4 -2.058 6.860 -0.972  -0.210
H1 -7.600 1.190 -1.088  0.166
H2 -8.160 2.683 -1.888  0.200
H3 -6.423 2.315 -1.826  0.164
H4 -6.796 2.823 1.879  0.209
H5 -6.567 1.330 0.938  0.176
H6 -4.631 2.465 -0.275  0.139
H7 -3.164 4.005 -0.332  0.171
H8 -2.884 4.458 1.385  0.168
C5 0.982 4.054 -1.279  -0.255
O5 0.945 3.292 -0.065  -0.500
C6 -0.148 2.539 0.077  0.983
O6 -1.062 2.476 -0.706  -0.654
O7 -0.053 1.879 1.227  -0.497
C7 -1.131 0.957 1.465  -0.267
H9 1.918 4.603 -1.245  0.198
H10 0.957 3.393 -2.144  0.195
H11 0.141 4.743 -1.325  0.191
H12 -1.119 0.161 0.721  0.202
H13 -2.086 1.473 1.438  0.209
H14 -0.955 0.554 2.457  0.196
C8 1.382 -3.897 -0.261  -0.254
O8 2.399 -2.942 0.066  -0.503
C9 2.100 -1.681 -0.247  0.982
O9 1.076 -1.309 -0.759  -0.648
O10 3.123 -0.909 0.111  -0.494
C10 2.942 0.479 -0.204  -0.259
H15 1.780 -4.858 0.051  0.198
H16 0.462 -3.674 0.277  0.193
H17 1.190 -3.896 -1.332  0.196
H18 2.058 0.866 0.296  0.203
H19 2.854 0.619 -1.280  0.189
H20 3.828 0.985 0.167  0.198
C11 5.383 -3.981 1.329  -0.262
O11 5.589 -5.401 1.374  -0.495
C12 5.846 -5.956 0.194  0.977
O12 5.910 -5.380 -0.862  -0.646
O13 6.019 -7.267 0.373  -0.496
C13 6.307 -7.991 -0.828  -0.255
H21 5.183 -3.685 2.354  0.193
H22 6.276 -3.477 0.963  0.190
H23 4.535 -3.732 0.697  0.212
H24 7.227 -7.626 -1.283  0.193
H25 5.491 -7.891 -1.541  0.191
H26 6.419 -9.025 -0.521  0.195

Calculated values
- calculated total energy (eV) = -44723.9677
- E_HOMO (Ha) = -0.3744
- charge = 0
- SMILES = COC[C@H](F)OCON=O.COC(=O)OC.COC(=O)OC.COC(=O)OC
- gap between HOMO and LUMO (eV) = 9.9

# C26H31AsClHfN3O3S7

A structure of composition C26H31AsClHfN3O3S7 at a distorted geometry (the ωB97M-V functional and the def2-TZVPD basis, the OMol25 dataset).

Last column: Löwdin charge in e.
Positions of all 73 atoms, in Å:
Hf1 -0.427 0.893 1.239  1.059
S1 -2.509 1.484 3.176  0.056
As1 -3.380 -0.103 2.017  -0.335
S2 -1.444 -1.279 2.533  0.535
S3 -2.840 0.530 0.025  0.164
S4 -5.225 -0.855 2.482  -0.001
C1 -0.479 3.955 3.531  -0.132
C2 -0.870 4.140 2.119  -0.625
N1 -0.726 3.291 1.160  -0.056
C3 -1.045 3.808 -0.121  -0.285
C4 -1.613 5.034 -0.061  -0.336
S5 -1.671 5.605 1.557  1.080
C5 -0.741 2.983 -1.327  -0.341
C6 -0.850 3.293 -2.651  -0.342
S6 -0.498 1.929 -3.586  1.110
C7 -0.372 0.972 -2.148  -0.618
N2 -0.510 1.675 -1.047  -0.118
C8 -0.227 -0.493 -2.195  -0.082
H1 -0.810 2.998 3.881  -0.055
H2 -0.931 4.741 4.141  0.089
H3 0.585 3.945 3.582  0.064
H4 -2.013 5.660 -0.853  0.083
H5 -1.049 4.277 -3.115  0.095
H6 -0.215 -0.759 -3.213  0.061
H7 -1.042 -0.965 -1.706  0.035
H8 0.708 -0.806 -1.669  0.099
Cl1 0.920 0.977 3.352  0.039
C9 -5.281 -1.629 -1.628  -0.073
O1 -4.187 -2.323 -0.994  -0.162
C10 -3.077 -2.689 -1.718  -0.242
C11 -3.016 -2.635 -3.102  -0.025
C12 -1.879 -3.078 -3.751  -0.139
C13 -0.797 -3.486 -3.047  -0.124
C14 -0.857 -3.513 -1.644  -0.024
C15 -1.970 -3.076 -0.941  -0.210
N3 -2.148 -2.996 0.422  0.064
C16 -1.234 -2.862 1.552  -0.492
C17 0.252 -2.992 1.381  -0.229
C18 0.783 -4.243 1.715  -0.039
C19 2.138 -4.474 1.650  -0.100
C20 2.970 -3.508 1.112  -0.083
C21 2.450 -2.259 0.753  -0.004
C22 1.062 -1.977 0.890  -0.331
O2 0.650 -0.725 0.558  -0.371
H9 -5.799 -2.312 -2.327  0.093
H10 -4.902 -0.780 -2.206  0.079
H11 -5.924 -1.356 -0.773  0.086
H12 -3.889 -2.230 -3.680  0.123
H13 -1.768 -3.034 -4.847  0.111
H14 0.040 -3.939 -3.572  0.108
H15 -0.023 -3.902 -1.104  0.103
H16 -3.090 -2.901 0.735  0.099
H17 -1.494 -3.604 2.317  0.102
H18 0.159 -5.077 2.008  0.120
H19 2.610 -5.429 1.914  0.108
H20 4.021 -3.711 1.007  0.097
H21 3.047 -1.529 0.203  0.086
C23 3.191 1.055 -1.917  -0.118
C24 3.814 1.730 -0.721  -0.341
S7 2.940 1.334 0.867  0.934
O3 1.574 1.856 0.485  -0.665
C25 3.619 2.675 1.867  -0.422
C26 5.041 2.458 2.272  -0.133
H22 3.574 1.467 -2.826  0.073
H23 2.134 1.122 -1.853  0.022
H24 3.408 -0.054 -2.011  0.105
H25 3.700 2.823 -0.726  0.090
H26 4.882 1.496 -0.557  0.090
H27 2.906 2.599 2.714  0.037
H28 3.421 3.594 1.287  0.102
H29 5.101 1.559 2.916  0.092
H30 5.414 3.311 2.834  0.079
H31 5.708 2.315 1.385  0.079

Calculated values
- ΔE to the lowest compared entry with this formula, charge and spin (kJ/mol) = 0.0
- calculated total energy (eV) = -188599.1193
- E_HOMO (Ha) = -0.2694
- charge = 0
- gap between HOMO and LUMO (eV) = 7.3

# C21H37ClN3O4V

A structure of composition C21H37ClN3O4V at a distorted geometry (the ωB97M-V functional and the def2-TZVPD basis, the OMol25 dataset).

Last column: natural (NBO) charge in e.
Positions of all 67 atoms, in Å:
O1 0.277 0.236 -1.686  -0.843
C1 -0.392 0.279 -2.915  0.052
C2 -0.079 1.602 -3.625  0.072
C3 0.589 2.639 -2.971  -0.253
H1 0.900 2.486 -1.941  0.244
C4 0.784 3.871 -3.602  -0.223
H2 1.280 4.672 -3.043  0.205
C5 0.319 4.072 -4.909  -0.231
H3 0.452 5.045 -5.394  0.208
C6 -0.333 3.018 -5.582  -0.222
H4 -0.704 3.176 -6.599  0.209
C7 -0.514 1.796 -4.938  -0.227
H5 -1.034 0.961 -5.428  0.211
H6 -0.026 -0.520 -3.583  0.149
C8 -2.245 -1.402 -2.426  -0.659
C9 -1.886 0.020 -2.701  -0.011
H7 -3.329 -1.586 -2.548  0.216
H8 -1.946 -1.638 -1.387  0.242
H9 -1.711 -2.074 -3.128  0.192
C10 -2.702 1.075 -2.488  -0.145
C11 -4.095 1.028 -1.980  -0.650
H10 -2.315 2.072 -2.696  0.200
H11 -4.769 1.457 -2.735  0.202
H12 -4.153 1.670 -1.096  0.233
H13 -4.429 0.012 -1.723  0.212
V1 -0.014 -0.006 0.136  1.326
Cl1 -2.311 0.326 0.392  -0.572
C12 -0.928 0.304 2.819  0.560
O2 -0.045 -0.304 2.154  -0.684
N1 -1.210 0.090 4.099  -0.398
C13 -0.667 -1.066 4.784  -0.419
C14 -1.933 1.102 4.857  -0.401
H14 -1.590 1.066 2.400  0.199
H15 -0.103 -1.673 4.076  0.245
H16 -1.503 -1.645 5.202  0.201
H17 -0.019 -0.713 5.599  0.196
H18 -2.127 1.961 4.208  0.226
H19 -1.325 1.423 5.709  0.200
H20 -2.891 0.710 5.215  0.202
H21 4.874 1.855 -2.042  0.192
H22 4.732 2.231 0.670  0.197
C15 3.787 1.771 -1.920  -0.405
C16 3.665 1.985 0.579  -0.417
N2 3.455 1.183 -0.628  -0.408
H23 3.382 1.128 -2.709  0.226
C17 2.883 -0.034 -0.564  0.601
O3 2.137 -0.409 0.374  -0.673
H24 3.332 1.412 1.452  0.241
H25 3.085 -0.692 -1.431  0.134
H26 3.341 2.770 -2.011  0.222
H27 3.094 2.922 0.517  0.215
H28 -0.063 -5.405 0.549  0.201
H29 2.094 -5.571 -1.077  0.202
C18 -0.470 -4.861 -0.320  -0.420
C19 1.583 -4.857 -1.731  -0.399
N3 0.585 -4.107 -0.990  -0.396
H30 -1.271 -4.196 0.006  0.252
C20 0.691 -2.776 -0.850  0.573
O4 -0.050 -2.119 -0.070  -0.649
H31 2.311 -4.154 -2.137  0.212
H32 1.454 -2.295 -1.481  0.153
H33 -0.867 -5.604 -1.031  0.204
H34 1.120 -5.415 -2.549  0.204
C21 0.116 2.078 0.364  -1.082
H35 -0.713 2.535 -0.194  0.217
H36 1.067 2.501 0.050  0.159
H37 -0.026 2.227 1.438  0.177

Calculated values
- ΔE to the lowest compared entry with this formula, charge and spin (kJ/mol) = 0.0
- calculated total energy (eV) = -73248.7349
- E_HOMO (spin up / spin down) (Ha) = -0.2509 / -0.2670
- charge = 0
- gap between HOMO and LUMO (spin up / spin down) (eV) = 7.2 / 7.7
- spin multiplicity = 3

# C5H14

A cluster of 2 separate species, C5H14 in total at a distorted geometry (the ωB97M-V functional and the def2-TZVPD basis, the OMol25 dataset).

Last column: natural (NBO) charge in e.
Positions of all 19 atoms, in Å:
C1 1.580 -0.378 1.840  -0.493
C2 2.016 1.058 2.089  -0.703
C3 0.500 -0.481 0.744  -0.931
H1 2.427 -0.970 1.519  0.180
H2 1.164 -0.849 2.725  0.182
H3 2.339 1.519 1.155  0.198
H4 0.739 0.152 -0.117  0.186
H5 2.881 1.074 2.757  0.183
H6 1.183 1.641 2.472  0.197
H7 0.305 -1.501 0.406  0.195
H8 -0.437 -0.036 1.115  0.182
C4 -2.349 0.484 -2.043  -0.750
C5 -1.548 -0.754 -2.433  -0.773
H9 -3.358 0.433 -2.461  0.181
H10 -2.489 0.630 -0.968  0.201
H11 -1.794 1.348 -2.418  0.192
H12 -1.879 -1.694 -1.985  0.192
H13 -1.650 -0.949 -3.510  0.180
H14 -0.486 -0.603 -2.227  0.201

Calculated values
- ΔE to the lowest compared entry with this formula, charge and spin (kJ/mol) = 9.6
- calculated total energy (eV) = -5410.4092
- E_HOMO (spin up / spin down) (Ha) = 0.0572 / -0.2854
- charge = -1
- gap between HOMO and LUMO (spin up / spin down) (eV) = 2.7 / 12.1
- spin multiplicity = 2

# C7H11BrN

The ion C7H11BrN with charge +1 at a distorted geometry (the ωB97M-V functional and the def2-TZVPD basis, the OMol25 dataset).

Last column: natural (NBO) charge in e.
Positions of all 20 atoms, in Å:
C1 -0.035 -1.816 -0.604  -0.287
C2 1.385 -1.623 -0.549  -0.266
C3 -0.979 -0.989 -0.191  -0.004
C4 1.898 -0.472 -0.194  -0.073
C5 0.217 0.964 -0.018  -0.039
C6 0.001 1.668 -1.309  -0.685
C7 -0.924 0.012 1.952  -0.394
N1 -0.948 0.250 0.528  -0.401
Br1 3.517 0.278 0.099  0.309
H1 -0.348 -2.680 -0.993  0.239
H2 1.966 -2.519 -0.753  0.255
H3 -1.978 -1.356 -0.733  0.245
H4 0.717 1.670 0.657  0.232
H5 -0.718 2.403 -1.266  0.229
H6 -0.268 1.111 -2.169  0.238
H7 0.986 2.347 -1.544  0.263
H8 0.043 -0.266 2.051  0.226
H9 -1.143 0.917 2.510  0.235
H10 -1.686 -0.689 2.234  0.245
H11 -1.704 0.790 0.290  0.433

Calculated values
- ΔE to the lowest compared entry with this formula, charge and spin (kJ/mol) = 126.9
- calculated total energy (eV) = -78955.0468
- E_HOMO (spin up / spin down) (Ha) = -0.3662 / -0.4957
- charge = +1
- gap between HOMO and LUMO (spin up / spin down) (eV) = 6.5 / 6.6
- spin multiplicity = 3